Entry 1:
{
  "formula": "C16H10BrCoF5S",
  "method": "ωB97M-V/def2-TZVPD",
  "charge": -2,
  "e_homo_ev": [0.3, 0.3],
  "relative_energy_kj_mol": 0.0,
  "gap_ev": [4.32, 4.32],
  "spin_multiplicity": 4,
  "symbols": ["C", "C", "C", "H", "C", "C", "H", "H", "H", "H", "Co", "Br", "C", "C", "C", "H", "C", "C", "H", "H", "H", "H", "F", "C", "C", "F", "C", "F", "C", "S", "C", "F", "C", "F"],
  "xyz": [[-0.25137, -1.20391, -2.44727], [-0.81474, -2.34989, -1.78054], [-1.86219, -1.86870, -0.90428], [-0.61993, -3.39532, -1.98872], [-1.89701, -0.43182, -0.99559], [-0.90996, -0.02261, -1.94919], [-0.69636, 0.99659, -2.25989], [0.49275, -1.19959, -3.24276], [-2.56574, -2.46837, -0.31959], [-2.60294, 0.21520, -0.47290], [-0.09960, -1.07373, -0.49442], [2.15574, -1.96543, -0.09391], [3.80442, 1.38760, -0.80624], [2.74497, 2.03279, -1.52411], [2.44006, 1.23328, -2.67144], [2.23698, 2.94582, -1.22890], [3.28474, 0.07555, -2.63566], [4.16790, 0.20303, -1.51368], [4.92664, -0.51776, -1.21311], [4.19412, 1.69081, 0.16654], [1.69668, 1.45466, -3.43140], [3.23415, -0.77041, -3.32420], [-4.27144, 0.24472, 4.40175], [-3.10428, 0.35398, 3.73649], [-2.75771, 1.54834, 3.09891], [-3.57970, 2.61094, 3.20844], [-1.60729, 1.62213, 2.31457], [-1.28380, 2.79241, 1.71632], [-0.77608, 0.49305, 2.12480], [0.52270, 0.44112, 1.00863], [-1.08827, -0.67094, 2.86950], [-0.22712, -1.72015, 2.85546], [-2.25989, -0.75442, 3.61788], [-2.62640, -1.92897, 4.17847]],
  "atomic_forces_ev_per_a": [[-1.29, -0.33, -1.59], [-2.28, -0.04, -1.96], [-1.22, -0.30, -1.03], [0.31, 0.26, 0.25], [-1.73, -0.36, -1.10], [-0.85, -0.20, -1.33], [0.17, -0.34, 0.28], [0.04, -0.04, 0.66], [0.54, 0.18, -0.10], [0.44, -0.21, -0.02], [5.92, 0.64, 5.05], [0.05, -1.11, -0.08], [-0.33, -0.15, -0.86], [0.54, -0.87, -0.26], [0.75, -0.42, 0.89], [0.03, -0.08, -0.01], [0.46, 1.02, 0.32], [-0.91, 0.61, -0.49], [-0.28, 0.08, 0.02], [-0.03, 0.00, -0.28], [-0.05, -0.03, 0.07], [0.10, 0.23, 0.14], [-0.06, 0.06, 0.11], [0.61, -0.06, -0.50], [0.34, -0.30, -0.15], [-0.05, 0.04, 0.07], [0.10, -0.59, 0.26], [-0.44, -0.52, 0.30], [-0.58, -0.12, 0.35], [0.59, 1.66, 1.02], [-0.15, 0.37, 0.14], [-1.00, 0.60, -0.01], [0.23, 0.09, -0.31], [0.03, 0.24, 0.14]]
}

---

Entry 2:
{
  "formula": "C16H10Cl3N9O2",
  "method": "ωB97M-V/def2-TZVPD",
  "e_homo_ev": -9.6,
  "gap_ev": 9.07,
  "symbols": ["O", "Cl", "Cl", "Cl", "N", "N", "N", "N", "N", "N", "N", "O", "C", "C", "C", "C", "C", "C", "C", "C", "C", "C", "C", "C", "C", "C", "N", "N", "C", "C", "H", "H", "H", "H", "H", "H", "H", "H", "H", "H"],
  "xyz": [[1.82141, 8.87057, 1.06913], [-5.81482, -3.24922, -2.07929], [-2.03491, -5.40879, -5.31257], [-4.86679, -3.94658, -4.92518], [3.40829, 3.84203, 0.36507], [-1.30612, -1.89559, 1.89929], [3.55632, 5.09218, 0.47036], [-1.78179, -3.02711, 1.50160], [1.94766, 4.55205, 1.92008], [0.79161, 1.85138, 2.15468], [0.24075, 0.62271, 2.14105], [0.41995, 7.09665, 0.81913], [1.60466, 7.68378, 1.21737], [2.40940, 3.48901, 1.26390], [-0.09911, -1.62999, 1.27507], [0.20515, -2.70128, 0.49357], [1.88152, 2.10936, 1.39987], [0.70148, -0.36300, 1.34482], [2.45430, 1.10118, 0.62179], [1.84059, -0.14404, 0.61068], [-3.34780, -3.98066, -1.19832], [-1.66681, -4.95735, -2.61243], [-4.17477, -3.82982, -2.29017], [-2.54206, -4.80583, -3.72211], [-3.78768, -4.21431, -3.55644], [-2.08045, -4.52192, -1.36251], [2.73614, 5.55740, 1.43974], [-0.89683, -3.51754, 0.61783], [2.68784, 6.92707, 1.96732], [-1.18735, -4.75495, -0.15156], [0.53172, 6.15594, 0.95365], [1.04264, -2.88672, -0.16832], [3.31389, 1.26485, -0.02217], [2.25757, -0.88764, -0.06792], [-3.66281, -3.66778, -0.21021], [-0.70444, -5.41383, -2.78949], [2.36838, 6.92816, 3.02334], [3.65969, 7.38687, 1.80942], [-0.22221, -5.27694, -0.42809], [-1.70424, -5.45034, 0.51803]],
  "atomic_forces_ev_per_a": [[-0.93, -1.43, -0.11], [0.64, -0.01, 0.26], [-0.25, 0.44, 1.09], [0.77, -0.30, 0.70], [-1.34, -1.08, 0.73], [0.18, 0.79, 0.13], [0.53, 2.18, 0.95], [1.16, 0.58, -0.54], [1.26, 0.26, -0.40], [0.35, -0.92, -0.41], [0.22, 0.87, -0.12], [2.06, 0.91, 0.56], [-0.25, 2.72, -0.44], [-0.41, 0.89, 0.28], [0.03, 0.35, 0.46], [-1.24, -0.56, -0.43], [-0.44, -0.67, -0.41], [-1.08, 0.54, 1.28], [-0.32, -0.58, -0.04], [1.16, 0.26, -1.11], [0.09, 0.19, 0.21], [-1.03, 0.27, -1.15], [-1.10, 0.25, 0.51], [0.89, -0.38, 0.07], [-0.13, -0.13, -1.44], [0.63, -0.32, -0.04], [-0.26, -2.60, 0.01], [1.07, -1.06, -0.82], [-1.07, -1.29, -0.79], [0.55, -0.26, 0.25], [-0.34, -0.79, 0.12], [-0.36, -0.21, 0.11], [-0.11, 0.19, 0.26], [-0.16, -0.02, 0.28], [-0.15, 0.00, -0.09], [0.07, -0.02, 0.10], [0.48, -0.35, -0.38], [-0.23, 0.10, 0.03], [-1.00, 0.90, 0.22], [0.08, 0.27, 0.09]]
}

---

Entry 3:
{
  "formula": "C16H10Cl5INOSiTc",
  "method": "ωB97M-V/def2-TZVPD",
  "charge": 1,
  "e_homo_ev": [-11.4, -11.5],
  "relative_energy_kj_mol": 53.0,
  "gap_ev": [6.88, 6.63],
  "spin_multiplicity": 4,
  "symbols": ["Tc", "Cl", "C", "C", "C", "I", "C", "O", "C", "N", "C", "C", "C", "C", "H", "H", "H", "H", "Cl", "Si", "Cl", "Cl", "Cl", "C", "C", "C", "C", "C", "C", "C", "H", "H", "H", "H", "H", "H"],
  "xyz": [[-1.06924, -0.81810, -0.45684], [3.73160, -1.28797, 4.49587], [2.89842, -1.24750, 2.98657], [3.59373, -1.37408, 1.81708], [2.94285, -1.34976, 0.56397], [4.03039, -1.53897, -1.18505], [1.57207, -1.20195, 0.50205], [0.83681, -1.18467, -0.63078], [0.85752, -1.05372, 1.71798], [-0.50056, -0.87653, 1.57972], [-1.23702, -0.72709, 2.67514], [-0.68192, -0.75330, 3.95308], [0.67284, -0.92546, 4.10775], [1.49123, -1.07702, 2.97450], [4.66791, -1.49827, 1.85081], [-2.29790, -0.57335, 2.53616], [-1.33139, -0.63183, 4.80785], [1.11985, -0.94183, 5.09245], [-5.27260, -0.40202, -0.55845], [-3.52090, -1.37423, -0.38042], [-2.19333, -1.47611, -2.42851], [-3.92580, -3.30952, 0.04240], [-3.24749, 2.06470, -2.04144], [-1.62017, 1.96387, -2.61875], [-1.36476, 2.26817, -3.94040], [-0.06261, 2.18324, -4.41771], [0.97056, 1.80380, -3.57328], [0.70050, 1.50555, -2.24994], [-0.60081, 1.58188, -1.74011], [-0.85738, 1.23483, -0.32384], [-2.17666, 2.56976, -4.58733], [0.13977, 2.41857, -5.45418], [1.98449, 1.74207, -3.94515], [1.50455, 1.20119, -1.58857], [-1.76123, 1.66419, 0.10543], [0.00668, 1.42145, 0.31196]],
  "atomic_forces_ev_per_a": [[-0.39, 0.13, 0.54], [0.01, 0.00, -0.02], [0.08, -0.01, -0.03], [0.05, 0.00, 0.04], [-0.41, 0.03, -0.12], [0.00, 0.00, 0.00], [-0.09, -0.03, -0.08], [0.54, -0.10, 0.42], [-0.01, 0.01, -0.27], [0.19, -0.02, 0.09], [0.03, -0.01, -0.18], [0.06, -0.01, 0.11], [-0.08, 0.02, -0.01], [-0.17, 0.01, -0.12], [-0.02, 0.00, 0.00], [-0.01, -0.01, -0.02], [0.01, 0.00, -0.01], [-0.01, 0.00, 0.00], [0.06, -0.01, -0.14], [0.67, 0.12, -0.12], [-0.48, -0.15, -0.08], [-0.02, -0.06, -0.06], [-0.14, -0.01, -0.01], [-0.01, 0.04, 0.02], [0.07, 0.00, -0.06], [-0.08, 0.01, -0.01], [0.04, -0.02, 0.06], [0.10, -0.01, -0.03], [0.01, -0.09, 0.07], [0.02, 0.18, 0.00], [0.01, 0.00, 0.00], [-0.01, 0.00, 0.01], [-0.02, 0.00, 0.01], [-0.04, 0.02, -0.04], [0.01, -0.01, -0.02], [0.02, -0.01, 0.03]]
}

---

Repeat the first record exactly.
{
  "formula": "C16H10BrCoF5S",
  "method": "ωB97M-V/def2-TZVPD",
  "charge": -2,
  "e_homo_ev": [0.3, 0.3],
  "relative_energy_kj_mol": 0.0,
  "gap_ev": [4.32, 4.32],
  "spin_multiplicity": 4,
  "symbols": ["C", "C", "C", "H", "C", "C", "H", "H", "H", "H", "Co", "Br", "C", "C", "C", "H", "C", "C", "H", "H", "H", "H", "F", "C", "C", "F", "C", "F", "C", "S", "C", "F", "C", "F"],
  "xyz": [[-0.25137, -1.20391, -2.44727], [-0.81474, -2.34989, -1.78054], [-1.86219, -1.86870, -0.90428], [-0.61993, -3.39532, -1.98872], [-1.89701, -0.43182, -0.99559], [-0.90996, -0.02261, -1.94919], [-0.69636, 0.99659, -2.25989], [0.49275, -1.19959, -3.24276], [-2.56574, -2.46837, -0.31959], [-2.60294, 0.21520, -0.47290], [-0.09960, -1.07373, -0.49442], [2.15574, -1.96543, -0.09391], [3.80442, 1.38760, -0.80624], [2.74497, 2.03279, -1.52411], [2.44006, 1.23328, -2.67144], [2.23698, 2.94582, -1.22890], [3.28474, 0.07555, -2.63566], [4.16790, 0.20303, -1.51368], [4.92664, -0.51776, -1.21311], [4.19412, 1.69081, 0.16654], [1.69668, 1.45466, -3.43140], [3.23415, -0.77041, -3.32420], [-4.27144, 0.24472, 4.40175], [-3.10428, 0.35398, 3.73649], [-2.75771, 1.54834, 3.09891], [-3.57970, 2.61094, 3.20844], [-1.60729, 1.62213, 2.31457], [-1.28380, 2.79241, 1.71632], [-0.77608, 0.49305, 2.12480], [0.52270, 0.44112, 1.00863], [-1.08827, -0.67094, 2.86950], [-0.22712, -1.72015, 2.85546], [-2.25989, -0.75442, 3.61788], [-2.62640, -1.92897, 4.17847]],
  "atomic_forces_ev_per_a": [[-1.29, -0.33, -1.59], [-2.28, -0.04, -1.96], [-1.22, -0.30, -1.03], [0.31, 0.26, 0.25], [-1.73, -0.36, -1.10], [-0.85, -0.20, -1.33], [0.17, -0.34, 0.28], [0.04, -0.04, 0.66], [0.54, 0.18, -0.10], [0.44, -0.21, -0.02], [5.92, 0.64, 5.05], [0.05, -1.11, -0.08], [-0.33, -0.15, -0.86], [0.54, -0.87, -0.26], [0.75, -0.42, 0.89], [0.03, -0.08, -0.01], [0.46, 1.02, 0.32], [-0.91, 0.61, -0.49], [-0.28, 0.08, 0.02], [-0.03, 0.00, -0.28], [-0.05, -0.03, 0.07], [0.10, 0.23, 0.14], [-0.06, 0.06, 0.11], [0.61, -0.06, -0.50], [0.34, -0.30, -0.15], [-0.05, 0.04, 0.07], [0.10, -0.59, 0.26], [-0.44, -0.52, 0.30], [-0.58, -0.12, 0.35], [0.59, 1.66, 1.02], [-0.15, 0.37, 0.14], [-1.00, 0.60, -0.01], [0.23, 0.09, -0.31], [0.03, 0.24, 0.14]]
}